No. 1
A cluster of 2 separate species, C10H20 in total, computed with wB97M-V/def2-TZVPD.

Atoms and positions in Å:
1 C 1.0227 0.4443 2.6976
2 C 0.4287 1.5545 2.2012
3 C 2.3112 -0.1547 2.1283
4 C -0.8673 2.1010 2.8857
5 C 0.9178 2.3432 0.9995
6 H 0.5876 -0.1029 3.5443
7 H 3.1800 -0.1034 2.8059
8 H 2.4996 0.5043 1.2641
9 H 2.2093 -1.1911 1.7647
10 H -0.6346 2.9540 3.5451
11 H -1.2419 1.2691 3.5055
12 H -1.6637 2.4046 2.1856
13 H 0.9832 1.6617 0.1347
14 H 1.9244 2.7415 1.2105
15 H 0.2549 3.1842 0.7352
16 C -1.0029 -2.2187 -2.7011
17 C -0.3657 -1.2963 -1.9227
18 C -2.4503 -2.1475 -3.0452
19 C 1.1171 -1.3014 -1.6978
20 C -1.0965 -0.0635 -1.3155
21 H -0.4054 -3.0216 -3.1527
22 H -2.6605 -2.5927 -4.0323
23 H -2.7896 -1.0980 -3.0532
24 H -3.0256 -2.6974 -2.2815
25 H 1.5643 -0.3228 -1.9402
26 H 1.5734 -2.0673 -2.3473
27 H 1.3518 -1.5452 -0.6480
28 H -0.9536 -0.0833 -0.2220
29 H -2.1760 0.0151 -1.5279
30 H -0.5923 0.8301 -1.7202

Its total charge is 0. The LUMO energy comes out at 0.97 eV. Its energy above the lowest of the compared OMol25 structures with the same formula, charge and spin is 33.1 kcal/mol. The value obtained for the HOMO-LUMO gap is 9.641 eV. As for the SMILES: CC=C(C)C.CC=C(C)C.

Results of the Mulliken charge analysis, in e, for atoms 1 through 2:
1 C -0.25
2 C 0.95



No. 2
A cluster of 2 separate species, C10H20 in total, computed with wB97M-V/def2-TZVPD.

Atoms and positions in Å:
1 C -2.5873 1.2432 -0.2690
2 C -3.4831 0.0894 0.4202
3 C -2.7709 -1.1991 0.2563
4 C -1.3073 -0.8164 -0.3563
5 C -1.2176 0.6377 -0.1217
6 C 1.8420 1.2261 -0.1263
7 C 1.0121 -0.0616 -0.2442
8 C 1.9641 -1.2416 -0.0710
9 C 3.4117 -0.6521 -0.0214
10 C 3.1459 0.7958 0.5141
11 H -2.7441 1.4757 -1.3157
12 H -2.6368 2.2198 0.3309
13 H -4.4723 0.0657 0.1059
14 H -3.4294 0.4557 1.4735
15 H -3.2156 -1.7802 -0.5972
16 H -2.7917 -1.7442 1.2144
17 H -1.4700 -1.1321 -1.3611
18 H -0.5969 -1.4622 0.2031
19 H -0.5399 1.1734 -0.9202
20 H -0.8817 0.7934 0.9156
21 H 2.0188 1.5547 -1.1772
22 H 1.2846 2.0414 0.3593
23 H 0.4511 -0.1619 -1.1769
24 H 0.2658 -0.1379 0.5465
25 H 1.8472 -2.0736 -0.8578
26 H 1.7932 -1.7139 0.8951
27 H 3.8787 -0.6435 -1.0029
28 H 4.1123 -1.2413 0.5769
29 H 4.0343 1.4647 0.3372
30 H 3.0358 0.7170 1.5675

Its total charge is 0. The LUMO energy comes out at 0.83 eV. Its energy above the lowest of the compared OMol25 structures with the same formula, charge and spin is 76.9 kcal/mol. The value obtained for the HOMO-LUMO gap is 10.652 eV. As for the SMILES: C1CCCC1.C1CCCC1.

Results of the Mulliken charge analysis, in e, for atoms 1 through 2:
1 C -1.06
2 C -0.65



No. 3
A structure of composition C10H20AsClF6SbV, computed with wB97M-V/def2-TZVPD.

Atoms and positions in Å:
1 V -1.0641 0.8937 0.4160
2 C 2.1547 -0.3970 -0.8198
3 C 2.1653 1.1030 -0.5325
4 C 3.4318 1.4957 0.2343
5 C 2.0732 1.8884 -1.8515
6 C 0.9829 1.4909 0.2824
7 C 0.3317 2.1959 1.0786
8 H 3.0517 -0.6689 -1.3765
9 H 1.2883 -0.6647 -1.4238
10 H 2.1477 -0.9794 0.1053
11 H 4.3064 1.2483 -0.3675
12 H 3.5064 0.9589 1.1809
13 H 3.4524 2.5655 0.4407
14 H 2.9327 1.6381 -2.4740
15 H 2.0833 2.9625 -1.6692
16 H 1.1670 1.6321 -2.4007
17 Cl -1.7650 2.0387 2.5374
18 C -0.2722 3.0509 2.0887
19 H 0.2952 3.1978 3.0031
20 H -0.6718 3.9840 1.7008
21 C -0.5735 -2.9841 -0.8470
22 Sb -0.9036 -1.8126 0.8816
23 C 0.4258 -2.6518 2.2965
24 C -2.7548 -2.5761 1.5575
25 H -0.0298 -3.8845 -0.5659
26 H -0.0117 -2.4360 -1.5970
27 H -1.5392 -3.2632 -1.2659
28 H 0.0663 -3.6368 2.5856
29 H 0.4960 -2.0220 3.1801
30 H 1.4143 -2.7475 1.8513
31 H -2.7978 -3.6430 1.3425
32 H -3.5774 -2.0720 1.0539
33 H -2.8466 -2.4279 2.6324
34 F -1.0919 0.4093 -1.6268
35 As -2.8106 0.9495 -2.0481
36 F -2.9759 0.4592 -0.2438
37 F -2.1967 2.4110 -1.2271
38 F -4.3916 1.5108 -2.0722
39 F -2.3350 1.4416 -3.5821
40 F -3.1641 -0.6584 -2.4583

Its total charge is +1. The multiplicity is 2. The LUMO energy (spin up / spin down) comes out at -4.12 / -3.75 eV. Its energy above the lowest of the compared OMol25 structures with the same formula, charge and spin is 2.3 kcal/mol. The value obtained for the HOMO-LUMO gap (spin up / spin down) is 8.891 / 8.636 eV.

Results of the Mulliken charge analysis, in e, for atoms 1 through 2:
1 V 0.36
2 C -1.21



No. 4
The molecule C10H20B2O4, computed with wB97M-V/def2-TZVPD.

Atoms and positions in Å:
1 O -0.3058 1.6592 0.9528
2 O 1.0696 -0.1595 1.8521
3 O 0.1998 -0.8390 -1.5155
4 O -1.5288 -1.4173 0.0798
5 B 0.1570 0.3472 0.9433
6 B -0.4119 -0.6761 -0.3089
7 C 2.2661 3.1022 3.3128
8 C 2.5071 2.3751 0.8449
9 C -2.0855 -3.3445 -3.1605
10 C -2.5256 -0.9018 -2.6062
11 C 0.2426 2.4675 1.9612
12 C 1.8848 0.6993 2.6251
13 C -0.1792 -1.8856 -2.3371
14 C -1.9957 -2.4138 -0.7479
15 C 1.7483 2.1953 2.1890
16 C -1.7275 -2.1395 -2.2710
17 H 3.3389 2.9651 3.3944
18 H 2.0968 4.1444 3.0712
19 H 1.7519 2.8895 4.2480
20 H 1.8748 2.0479 0.0010
21 H 3.4182 1.7486 0.8509
22 H 2.7697 3.4196 0.6218
23 H -1.5737 -4.2405 -2.8153
24 H -1.7730 -3.2290 -4.2086
25 H -3.1585 -3.5448 -3.1863
26 H -2.0715 -0.0304 -2.1331
27 H -2.4953 -0.7804 -3.6794
28 H -3.5807 -0.9507 -2.2830
29 H -0.3211 2.2459 2.8719
30 H 0.0340 3.5250 1.7575
31 H 1.6709 0.5670 3.6924
32 H 2.9203 0.3970 2.4636
33 H 0.3725 -2.7823 -2.0461
34 H 0.1300 -1.5849 -3.3311
35 H -3.1114 -2.4926 -0.6441
36 H -1.6080 -3.3831 -0.4595

Its total charge is 0. The LUMO energy comes out at 0.76 eV. Its energy above the lowest of the compared OMol25 structures with the same formula, charge and spin is 0.5 kcal/mol. The value obtained for the HOMO-LUMO gap is 10.792 eV. As for the SMILES: CC1(C)COB(B2OCC(C)(C)CO2)OC1.

Results of the Mulliken charge analysis, in e, for atoms 1 through 2:
1 O -0.37
2 O -0.30



No. 5
A cluster of 2 separate species, C10H20BFIN2O5P in total, computed with wB97M-V/def2-TZVPD.

Atoms and positions in Å:
1 C -0.7513 4.9789 0.7554
2 C -1.8736 3.9752 1.4289
3 C -1.1873 2.6524 2.1791
4 I 0.7412 3.0587 3.1196
5 C -1.2254 1.3848 1.1494
6 O -1.3859 0.0001 1.6978
7 C -1.7197 -0.8067 0.4768
8 O -2.5606 -1.8418 0.3399
9 C -0.8526 -0.1091 -0.7725
10 F 0.0788 -1.2097 -1.1082
11 B -1.7814 0.3205 -2.0973
12 N -3.0174 1.1974 -1.9003
13 O -1.4520 -0.0783 -3.4939
14 C -0.2187 1.3032 -0.1376
15 P 1.6474 0.9840 0.0980
16 O 2.4374 0.6183 -1.2300
17 H -0.4389 5.8147 1.5369
18 H 0.1644 4.3391 0.3709
19 H -1.3140 5.5347 -0.1383
20 H -2.4009 4.6077 2.2924
21 H -2.7313 3.6676 0.6806
22 H -1.9452 2.3889 3.0634
23 H -2.2853 1.5333 0.6198
24 H -2.6458 2.1186 -1.5545
25 H -3.5502 1.3273 -2.7963
26 H -0.6165 0.4192 -3.7409
27 H -0.2621 2.1069 -0.9869
28 H 1.8154 0.0441 1.1764
29 H 2.2242 2.2557 0.5561
30 C 3.5014 -3.8290 -0.8151
31 O 4.5941 -4.3809 -0.8326
32 N 2.3683 -4.3181 -0.2008
33 C 1.1099 -3.6023 -0.2257
34 C 2.4368 -5.5881 0.4920
35 H 3.3385 -2.8583 -1.3115
36 H 0.8070 -3.3840 0.8024
37 H 0.3550 -4.2312 -0.7060
38 H 1.2012 -2.6643 -0.7799
39 H 3.1891 -5.5215 1.2836
40 H 2.7394 -6.3645 -0.2172
41 H 1.4666 -5.8438 0.9264

Its total charge is 0. The LUMO energy comes out at -0.51 eV. The value obtained for the HOMO-LUMO gap is 8.275 eV. As for the SMILES: CC[C@H](I)[C@@H]1OC(=O)[C@@](F)(B(N)O)[C@@H]1[PH2]=O.CN(C)C=O.

Results of the Mulliken charge analysis, in e, for atoms 1 through 2:
1 C -0.90
2 C -0.38



No. 6
A cluster of 2 separate species, C10H20BIN2O6PSi in total, computed with wB97M-V/def2-TZVPD.

Atoms and positions in Å:
1 C 2.0996 2.0712 -1.9459
2 O 3.3885 1.7167 -1.4276
3 B 3.6121 0.3640 -1.5595
4 O 4.4989 -0.1017 -2.5032
5 Si 2.6589 -0.9876 -0.3728
6 I 4.3427 -2.5588 0.4603
7 C 1.7951 -0.0780 1.0431
8 P 0.9809 -1.0756 2.3054
9 O -0.4344 -0.6787 2.4463
10 O 1.1668 -2.6098 1.9752
11 O 1.8299 -0.9666 3.6411
12 C 1.4035 -1.8909 -1.4299
13 C 1.7939 -2.8199 -2.3964
14 C 0.8096 -3.4040 -3.1648
15 C -0.5168 -3.0561 -2.9432
16 N -0.9258 -2.2025 -2.0132
17 C 0.0407 -1.6461 -1.2837
18 H 2.2106 2.9857 -2.5163
19 H 1.7003 1.3183 -2.6287
20 H 1.3786 2.2084 -1.1419
21 H 4.0388 -0.5909 -3.1937
22 H 1.0834 0.6395 0.6442
23 H 2.5891 0.4995 1.5191
24 H 0.5321 -2.8849 1.3000
25 H 2.0745 -0.0486 3.8018
26 H 2.8404 -3.0590 -2.5221
27 H 1.0484 -4.1291 -3.9262
28 H -1.2834 -3.5034 -3.5590
29 H -0.2892 -0.9407 -0.5293
30 C -4.1523 3.4955 0.5258
31 C -3.2124 2.4229 0.9582
32 O -2.3883 1.8750 0.3172
33 N -3.2466 2.0521 2.4464
34 C -3.5018 0.5816 2.6704
35 H -4.3905 3.3442 -0.5231
36 H -5.0744 3.4944 1.1078
37 H -3.6584 4.4617 0.6487
38 H -3.8982 2.6352 2.9703
39 H -2.2915 2.2303 2.7718
40 H -4.4413 0.3072 2.1997
41 H -3.5530 0.4171 3.7424
42 H -2.6609 0.0329 2.2483

Its total charge is +1. The LUMO energy comes out at -3.61 eV. The value obtained for the HOMO-LUMO gap is 7.499 eV.

Results of the Mulliken charge analysis, in e, for atoms 1 through 2:
1 C -0.59
2 O -0.51



No. 7
A cluster of 5 separate species, C10H20Cl10 in total, computed with wB97M-V/def2-TZVPD.

Atoms and positions in Å:
1 Cl 1.3612 0.8420 3.1085
2 C 3.0762 0.2357 3.0643
3 C 3.3141 -1.2544 3.1217
4 Cl 3.1983 -2.1452 1.5397
5 H 3.4986 0.6757 3.9676
6 H 3.5313 0.6439 2.1618
7 H 2.5684 -1.7295 3.7591
8 H 4.3175 -1.4984 3.4706
9 Cl 4.9244 -0.1213 -4.9242
10 C 3.9668 1.3048 -4.5663
11 C 3.7060 1.3388 -3.0226
12 Cl 5.2095 1.6098 -2.1057
13 H 2.9867 1.1475 -5.0165
14 H 4.3808 2.2105 -5.0095
15 H 3.4805 0.3326 -2.6694
16 H 2.8649 1.9738 -2.7441
17 Cl -5.3520 -2.5141 0.2158
18 C -4.2534 -3.7677 -0.4773
19 C -3.8246 -3.4776 -1.8892
20 Cl -5.2123 -3.2615 -3.0649
21 H -4.8427 -4.6820 -0.5473
22 H -3.4588 -4.0428 0.2162
23 H -3.2945 -4.3509 -2.2695
24 H -3.0767 -2.6890 -1.8069
25 Cl -2.7840 4.4237 3.9175
26 C -3.1948 4.0758 2.2806
27 C -3.0965 2.4973 1.9179
28 Cl -4.2558 1.5125 2.8909
29 H -2.5497 4.7052 1.6675
30 H -4.1882 4.4909 2.1107
31 H -2.1058 2.0686 2.0688
32 H -3.3662 2.3275 0.8755
33 Cl -1.6618 -0.9954 -0.1777
34 C 0.1276 -1.1054 -0.4136
35 C 0.7071 0.2462 -0.0758
36 Cl 0.6189 1.3919 -1.4400
37 H 0.2440 -1.4364 -1.4455
38 H 0.4730 -1.8805 0.2705
39 H 1.7373 0.1621 0.2702
40 H 0.2246 0.7353 0.7704

Its total charge is -1. The multiplicity is 2. The LUMO energy (spin up / spin down) comes out at 2.34 / 2.27 eV. Its energy above the lowest of the compared OMol25 structures with the same formula, charge and spin is 14.4 kcal/mol. The value obtained for the HOMO-LUMO gap (spin up / spin down) is 1.840 / 10.499 eV.

Results of the Mulliken charge analysis, in e, for atoms 1 through 2:
1 Cl -0.09
2 C -0.73



No. 8
A structure of composition C10H20Cl10F6MgN3O12S6, computed with wB97M-V/def2-TZVPD.

Atoms and positions in Å:
1 Mg 1.9271 -1.9002 -0.5526
2 N 3.7299 -1.8027 -0.6593
3 S 4.6201 -0.7268 -1.2546
4 O 5.0482 -0.8786 -2.6389
5 O 5.3880 -0.0958 -0.2367
6 F 3.3417 0.2367 -1.4163
7 S 5.1027 -2.9641 -0.7026
8 O 6.4899 -2.7626 -0.3005
9 O 4.7695 -3.8467 -1.8016
10 F 4.5042 -3.8478 0.4979
11 N 0.3711 -1.1234 0.0718
12 S -1.3396 -1.3309 -0.0834
13 O -2.0632 -0.7350 -1.2207
14 O -2.0682 -1.6672 1.1369
15 F -1.0446 -2.7467 -0.7473
16 S 0.0454 0.2028 0.8489
17 O -0.1132 0.2041 2.3077
18 O -0.4691 1.3406 0.0536
19 F 1.6341 0.5670 0.9128
20 N 2.9251 -3.5770 -4.0226
21 S 1.3771 -2.8702 -3.7441
22 O 0.4211 -2.4355 -4.7127
23 O 1.4416 -2.2594 -2.4318
24 F 0.6982 -4.2744 -3.3576
25 S 3.0678 -2.6540 -5.2795
26 O 2.9882 -1.2135 -5.0805
27 O 2.5151 -3.2145 -6.5084
28 F 4.6690 -2.8502 -5.4606
29 Cl -2.4606 -4.9079 5.2160
30 C -3.5347 -3.5172 4.8391
31 C -2.7910 -2.4971 3.9884
32 Cl -3.7191 -1.0258 3.6371
33 H -3.8843 -3.1374 5.7991
34 H -4.3974 -3.9144 4.3041
35 H -2.4804 -2.9140 3.0304
36 H -1.8851 -2.2176 4.5263
37 Cl -5.9538 -2.6035 1.0602
38 C -5.2639 -1.2125 0.2097
39 C -6.3124 -0.1440 0.0745
40 Cl -5.8053 0.7986 -1.3947
41 H -4.7802 -1.6120 -0.6817
42 H -4.3926 -0.7718 0.6941
43 H -6.1412 0.6753 0.7728
44 H -7.3660 -0.3725 -0.0864
45 Cl 3.9758 4.0413 0.6855
46 C 2.4580 4.8877 0.4007
47 C 1.3437 3.9430 -0.2148
48 Cl 1.9523 3.3324 -1.7918
49 H 2.5765 5.6826 -0.3356
50 H 2.1486 5.2515 1.3805
51 H 0.5029 4.6027 -0.4292
52 H 1.1462 3.1021 0.4501
53 Cl 2.2037 4.3782 4.8772
54 C 0.6681 3.6075 5.3469
55 C 0.2750 2.6583 4.1357
56 Cl 0.0279 3.6652 2.7562
57 H -0.1017 4.3670 5.4836
58 H 0.8616 3.0656 6.2727
59 H -0.6206 2.0559 4.2877
60 H 1.1463 2.0408 3.9174
61 Cl 0.1761 0.6022 -2.9671
62 C -1.2799 1.4509 -3.3295
63 C -1.0444 2.9663 -3.3751
64 Cl -2.4613 3.9636 -3.8968
65 H -2.0680 1.3104 -2.5897
66 H -1.6929 1.0881 -4.2708
67 H -0.2350 3.2738 -4.0372
68 H -0.7680 3.2627 -2.3632

Its total charge is 0. The multiplicity is 2. The LUMO energy (spin up / spin down) comes out at -3.21 / -7.59 eV. The value obtained for the HOMO-LUMO gap (spin up / spin down) is 6.586 / 2.208 eV.

Results of the Mulliken charge analysis, in e, for atoms 1 through 2:
1 Mg 0.76
2 N 0.31



Respective largest force on an atom values: 2.120, 5.137, 1.194, 2.958, 9.642, 0.832, 2.226, 10.839 eV/Å.